(1)
{"formula": "C4H9NO", "method": "ωB97M-V/def2-TZVPD", "species": ["C", "C", "C", "O", "N", "C", "H", "H", "H", "H", "H", "H", "H", "H", "H"], "positions_angstrom": [[-0.05832, 1.28956, -1.98726], [-0.85263, 0.74885, -0.81179], [-0.15877, 0.19314, 0.22629], [0.77140, 0.98265, 0.82232], [-0.27194, -1.06317, 0.72373], [0.42846, -1.60000, 1.87113], [0.02773, 0.48095, -2.73022], [-0.50801, 2.14624, -2.49670], [0.97350, 1.55528, -1.72425], [-1.83939, 0.36373, -1.03153], [0.37233, 1.82042, 0.50651], [-0.71197, -1.71762, 0.09793], [1.33908, -2.14978, 1.58704], [0.71932, -0.77485, 2.52021], [-0.23080, -2.27541, 2.42658]], "forces_ev_per_a": [[0.017, 0.154, -0.117], [-0.187, -0.491, -0.149], [-0.281, -0.162, -0.175], [0.016, 0.098, -0.248], [-0.234, 0.137, -0.101], [0.024, 0.062, 0.206], [-0.002, 0.250, -0.020], [0.006, -0.011, 0.121], [-0.245, 0.035, 0.060], [0.085, -0.437, -0.180], [0.873, 0.081, 0.547], [0.065, 0.101, 0.088], [-0.243, 0.167, 0.020], [-0.022, -0.097, -0.004], [0.129, 0.111, -0.048]], "lowdin_charge": [-0.133, -0.164, -0.453, 0.051, 0.007, -0.078, 0.066, 0.058, 0.068, 0.076, 0.117, 0.137, 0.086, 0.082, 0.080], "multiplicity": 1, "e_above_lowest_ev": 2.287, "gap_ev": 8.06, "smiles": "C/C=C(\\O)NC", "molar_mass_g_mol": 87.1}



(2)
{"formula": "C23H38Cl2NO15P", "method": "ωB97M-V/def2-TZVPD", "species": ["N", "C", "C", "C", "Cl", "C", "O", "C", "Cl", "C", "P", "O", "C", "O", "H", "H", "H", "H", "H", "H", "C", "C", "O", "C", "O", "O", "C", "H", "H", "H", "H", "H", "H", "H", "H", "C", "C", "O", "C", "O", "O", "C", "H", "H", "H", "H", "H", "H", "H", "H", "C", "C", "O", "C", "O", "O", "C", "H", "H", "H", "H", "H", "H", "H", "H", "C", "C", "O", "C", "O", "O", "C", "H", "H", "H", "H", "H", "H", "H", "H"], "positions_angstrom": [[-2.83900, 4.61926, -2.01293], [-1.47404, 4.13179, -1.58202], [-1.38506, 3.56848, -0.04624], [-2.32385, 2.62423, 0.61666], [-3.80146, 1.96680, -0.30028], [-1.96671, 2.16951, 2.18599], [-2.33250, 0.94264, 2.61660], [-1.20513, 3.29183, 3.15156], [-1.43783, 3.43324, 4.99108], [-0.28899, 4.25509, 2.47892], [0.67985, 5.67683, 3.32174], [0.28928, 7.01661, 2.51631], [-0.07922, 4.08759, 0.84707], [1.04106, 4.37509, 0.17413], [-3.33137, 5.17158, -1.27728], [-3.43089, 3.85028, -2.40571], [-0.73844, 5.06791, -1.67122], [-1.05204, 3.30738, -2.31596], [2.11356, 5.53154, 3.27049], [0.13379, 5.84263, 4.64785], [-1.27925, 0.02960, 6.60215], [-0.06536, 0.42440, 5.77881], [1.14959, 0.11906, 6.47533], [1.51438, -1.18473, 6.48443], [0.90692, -2.10249, 5.95121], [2.65079, -1.30239, 7.21134], [3.08366, -2.64940, 7.39045], [-1.23692, 0.48950, 7.59471], [-2.20228, 0.34263, 6.10590], [-1.32520, -1.05239, 6.75709], [-0.07563, 1.50726, 5.61660], [-0.07372, -0.05019, 4.79118], [3.18025, -3.16910, 6.43096], [2.38706, -3.17877, 8.04823], [4.06652, -2.63070, 7.87080], [-3.41589, -2.05404, 2.18955], [-4.45863, -2.60670, 1.23323], [-3.85765, -3.01598, -0.00200], [-3.18608, -4.19118, 0.02792], [-3.05975, -4.91968, 1.00206], [-2.65232, -4.40628, -1.19785], [-1.82397, -5.56492, -1.27066], [-2.84486, -1.25046, 1.71347], [-3.88905, -1.66375, 3.09509], [-2.69466, -2.82168, 2.48516], [-5.17971, -1.81915, 0.99070], [-5.02161, -3.43329, 1.68102], [-2.35151, -6.45643, -0.91436], [-0.90720, -5.40252, -0.69504], [-1.55106, -5.72368, -2.31824], [3.66287, -6.04515, -4.11051], [4.54034, -6.95635, -3.26964], [4.68655, -6.44438, -1.93886], [3.62508, -6.62123, -1.11726], [2.57629, -7.17734, -1.41118], [3.91227, -6.04946, 0.07618], [2.82747, -6.07121, 1.00173], [4.04631, -5.01988, -4.09444], [3.62459, -6.39271, -5.14683], [2.63949, -6.00567, -3.72586], [5.54332, -6.99633, -3.70718], [4.15613, -7.98234, -3.24838], [2.44047, -7.08664, 1.14013], [2.03438, -5.39866, 0.65989], [3.19530, -5.70990, 1.96674], [2.50442, 4.92676, -6.66662], [1.25134, 4.07847, -6.53435], [0.20420, 4.80681, -5.88053], [-0.43646, 5.72878, -6.63720], [-0.20301, 5.97974, -7.81115], [-1.35918, 6.34673, -5.86236], [-2.03283, 7.42149, -6.51428], [2.80989, 5.31652, -5.69028], [3.32650, 4.34038, -7.08681], [2.33714, 5.79259, -7.31406], [1.47006, 3.20606, -5.90979], [0.91166, 3.70297, -7.50612], [-2.47500, 7.09906, -7.46326], [-1.33837, 8.25236, -6.67408], [-2.83912, 7.76565, -5.85965]], "forces_ev_per_a": [[0.650, -1.120, 0.413], [0.665, 0.637, 0.130], [-1.459, -1.987, 2.093], [3.217, 2.823, -0.690], [2.441, 0.676, 1.847], [-2.615, -5.238, 1.320], [2.546, 8.308, -2.451], [2.371, 2.501, -2.677], [-0.061, -0.422, -3.087], [-1.731, -3.565, 0.667], [-2.530, 5.030, -3.550], [1.310, -4.434, 2.475], [3.169, 0.774, -3.148], [-6.829, -1.628, 4.756], [0.624, -0.946, -0.889], [0.748, 1.136, 0.937], [-1.477, -2.263, 0.462], [-1.064, 1.673, 1.534], [-0.910, -0.703, 0.408], [0.792, -0.878, -0.583], [-0.041, -0.224, 0.180], [-0.608, 0.010, -0.232], [0.668, -0.843, 0.013], [-0.637, -0.414, -0.191], [1.004, 1.334, 0.735], [-0.742, 0.246, -0.579], [0.261, -0.522, 0.086], [-0.003, 0.100, -0.158], [0.135, 0.009, 0.007], [0.035, 0.140, -0.171], [0.427, -0.445, 0.237], [0.055, -0.097, 0.233], [-0.193, 0.118, 0.208], [0.054, 0.005, -0.247], [-0.249, 0.306, -0.091], [0.355, -0.113, -0.062], [-0.103, 0.182, 0.725], [0.368, -0.931, -0.363], [0.119, -0.118, 0.747], [-0.226, 0.970, -1.501], [-0.536, 0.242, 0.791], [0.331, -0.490, -0.120], [-0.274, -0.047, 0.095], [0.021, 0.009, -0.143], [-0.230, -0.013, -0.006], [0.207, -0.196, -0.302], [0.235, -0.003, -0.154], [0.139, 0.267, 0.077], [-0.205, -0.146, 0.015], [-0.200, 0.295, 0.177], [-0.257, 0.189, 0.095], [-0.207, -0.136, -0.630], [-0.523, -0.182, 0.854], [-0.553, -0.117, -0.383], [1.514, 0.743, 0.496], [-0.028, -0.480, -0.928], [-0.400, -0.016, 0.467], [0.095, -0.171, -0.076], [0.063, 0.020, 0.120], [0.151, -0.156, -0.041], [-0.065, 0.107, 0.402], [-0.060, 0.231, 0.154], [0.022, 0.244, -0.186], [0.040, -0.239, 0.022], [0.180, -0.023, -0.361], [0.026, 0.332, -0.040], [0.568, -0.173, -0.342], [-0.757, 0.530, -0.336], [0.374, 0.209, -0.576], [-0.434, -0.405, 1.691], [0.668, -0.631, -0.492], [-0.351, 0.428, -0.206], [-0.011, -0.202, -0.060], [-0.113, 0.014, 0.077], [-0.048, -0.220, -0.004], [-0.311, 0.258, 0.090], [-0.046, 0.245, 0.137], [0.260, 0.063, 0.150], [-0.108, -0.178, -0.138], [0.289, -0.288, 0.070]], "lowdin_charge": [-0.048, -0.218, -0.080, -0.411, 0.584, -0.177, -0.034, -0.413, 0.622, -0.227, 0.785, -0.527, -0.177, -0.007, 0.083, 0.053, 0.138, 0.147, 0.029, 0.003, -0.067, -0.241, 0.023, -0.552, 0.106, -0.007, -0.052, 0.083, 0.073, 0.077, 0.039, 0.125, 0.097, 0.100, 0.094, -0.072, -0.213, 0.022, -0.552, 0.104, -0.008, -0.048, 0.059, 0.082, 0.078, 0.122, 0.124, 0.098, 0.094, 0.095, -0.070, -0.217, 0.023, -0.552, 0.101, -0.006, -0.049, 0.082, 0.080, 0.072, 0.123, 0.125, 0.098, 0.095, 0.095, -0.070, -0.219, 0.019, -0.553, 0.104, -0.008, -0.052, 0.082, 0.080, 0.075, 0.122, 0.125, 0.097, 0.100, 0.095], "multiplicity": 1, "e_above_lowest_ev": 6.826, "gap_ev": 7.08, "smiles": "NCC1=C(Cl)C(=O)C(Cl)=C([PH2]=O)C1=O.CCOC(=O)OC.CCOC(=O)OC.CCOC(=O)OC.CCOC(=O)OC", "molar_mass_g_mol": 670.4}